[1]
{"formula": "C6H34N2O10", "method": "ωB97M-V/def2-TZVPD", "elements": ["C", "C", "C", "C", "C", "N", "C", "N", "H", "H", "H", "H", "H", "H", "H", "H", "H", "H", "H", "H", "H", "H", "O", "H", "H", "O", "H", "H", "O", "H", "H", "O", "H", "H", "O", "H", "H", "O", "H", "H", "O", "H", "H", "O", "H", "H", "O", "H", "H", "O", "H", "H"], "coordinates": [[1.03042, -3.08922, -2.60793], [0.11772, -2.65278, -3.44437], [-1.19596, -2.09477, -2.93387], [-1.19434, -1.03691, -1.79030], [-2.76656, -1.07414, -1.27356], [-0.78586, 0.34618, -1.98593], [0.41077, 0.71002, -2.74248], [0.50160, 2.37082, -2.55540], [0.81674, -2.94412, -1.45203], [1.99629, -3.55016, -2.84918], [0.16555, -2.84942, -4.54039], [-1.64203, -2.98338, -2.48584], [-1.90142, -1.81305, -3.79840], [-0.59410, -1.54108, -1.05412], [-3.37490, -0.48707, -1.97433], [-2.98444, -2.07283, -1.28947], [-2.73950, -0.70026, -0.22895], [-1.51288, 1.18565, -2.08741], [1.26584, 0.18995, -2.13021], [0.22963, 0.26763, -3.74965], [-0.40218, 2.59055, -2.17839], [1.17853, 2.44617, -1.67453], [0.33372, -4.46372, 1.09638], [0.11937, -4.89828, 1.81632], [0.23398, -5.05513, 0.28675], [3.25899, 0.04747, -0.92868], [2.38050, 0.06332, -1.20172], [3.54645, -0.72583, -1.38475], [-2.03928, -0.62197, 3.12287], [-1.86044, 0.21062, 3.75981], [-1.31068, -1.18883, 3.30539], [-2.60577, 2.61548, 2.45495], [-2.14828, 1.82019, 2.17723], [-3.44506, 2.17457, 2.52955], [0.58198, 4.01711, 2.85467], [-0.40276, 4.05295, 2.93157], [0.83306, 3.00501, 2.91662], [0.28048, -0.04273, 1.32315], [-0.19210, 0.55908, 0.66928], [0.29653, -0.86124, 0.86764], [-3.12479, 2.24144, -0.42202], [-3.08457, 3.07350, -0.04778], [-2.74097, 1.78821, 0.32718], [1.73297, -1.89033, 3.65687], [2.47990, -2.44004, 3.31454], [1.69600, -1.13672, 3.03732], [1.02419, 3.34749, 0.27632], [2.02895, 3.26688, 0.68316], [0.37210, 3.86926, 0.75462], [3.86117, -0.13924, 1.82031], [3.44351, -0.26272, 0.98438], [4.40154, 0.46631, 2.27151]], "smiles": "C=CC[C@H](C)NCN.O.O.O.O.O.O.O.O.O.O", "homo_ev": -8.65, "lumo_ev": 0.033}

***

[2]
{"formula": "C25H31ClO13P2PdS2Se", "method": "ωB97M-V/def2-TZVPD", "elements": ["Pd", "O", "S", "C", "C", "C", "C", "S", "O", "C", "C", "C", "C", "C", "C", "C", "C", "C", "C", "C", "C", "H", "H", "H", "H", "H", "H", "H", "H", "H", "H", "H", "H", "H", "H", "H", "H", "H", "H", "C", "C", "O", "P", "O", "O", "O", "P", "O", "O", "O", "H", "H", "H", "H", "H", "H", "H", "O", "Se", "O", "O", "O", "Cl", "C", "C", "C", "C", "C", "C", "C", "H", "H", "H", "H", "H", "H"], "coordinates": [[-0.84609, -0.43721, 1.05656], [0.07290, 1.25359, 0.02455], [0.13256, 2.56295, -0.69863], [-0.74655, 2.36023, -2.27006], [-0.13898, 1.38235, -3.27477], [-1.22122, 0.55432, -3.98211], [-0.85189, -0.90972, -4.20809], [-0.91212, -1.80997, -2.63609], [-0.36631, -0.95631, -1.57908], [0.23998, -3.14789, -2.88320], [1.31164, -3.27261, -2.01197], [2.17303, -4.34748, -2.17440], [1.94987, -5.27524, -3.18235], [0.85711, -5.14597, -4.03121], [-0.01741, -4.08346, -3.87626], [1.80101, 2.64455, -1.32697], [2.23229, 3.81798, -1.92884], [3.52613, 3.88409, -2.42083], [4.37443, 2.79075, -2.29359], [3.93296, 1.63059, -1.67412], [2.63681, 1.55137, -1.18283], [-0.85906, 3.37698, -2.65328], [-1.73296, 2.03191, -1.92982], [0.53386, 0.71813, -2.73738], [0.47369, 1.92159, -3.99920], [-1.47037, 0.98537, -4.95387], [-2.13913, 0.56431, -3.39776], [0.14864, -1.05057, -4.61985], [-1.58201, -1.40130, -4.85148], [1.44900, -2.54613, -1.22217], [3.01399, -4.46365, -1.50401], [2.62276, -6.11432, -3.29935], [0.67660, -5.88254, -4.80236], [-0.89068, -3.99343, -4.51105], [1.57125, 4.67372, -2.00468], [3.87688, 4.79260, -2.89184], [5.38665, 2.84952, -2.67113], [4.60001, 0.78470, -1.57096], [2.25905, 0.66065, -0.69625], [1.10038, -3.62332, 4.07585], [-0.02672, -2.67422, 3.72243], [-0.96954, -2.66320, 4.80429], [-1.04338, -3.21314, 2.31009], [-1.51077, -4.70404, 2.58706], [-0.08586, -3.36966, 1.05742], [-2.12240, -2.22222, 2.07288], [0.54932, -0.92155, 3.52098], [1.28395, -0.94172, 2.03573], [1.49143, -0.52368, 4.57122], [-0.72177, -0.14713, 3.18035], [0.68968, -4.59095, 4.36462], [1.66815, -3.20951, 4.90808], [1.76623, -3.76345, 3.22343], [-1.57282, -1.91774, 4.66092], [-2.43922, -4.77085, 2.84553], [-0.69058, -3.31862, 0.26701], [2.20213, -0.65188, 2.10668], [-2.91740, -1.25716, -2.38902], [-3.18638, -1.71664, -0.76414], [-2.74856, -0.35108, 0.09146], [-2.10414, -2.94139, -0.62213], [-4.69940, -2.14295, -0.53381], [0.66082, 2.83091, 2.65720], [-0.51364, 3.94102, 3.28169], [-0.06034, 4.91625, 4.14929], [-0.94071, 5.84326, 4.68820], [-2.29273, 5.78599, 4.34840], [-2.74195, 4.81502, 3.48842], [-1.87707, 3.84065, 2.91140], [-2.43322, 2.88915, 2.05098], [0.99040, 4.93831, 4.40334], [-0.57334, 6.59948, 5.36848], [-2.99026, 6.50127, 4.76383], [-3.79237, 4.76558, 3.22980], [-3.49912, 2.94366, 1.87322], [-1.92713, 2.07115, 1.55961]], "s_squared": 6.05, "homo_ev": [-7.14, -8.92], "multiplicity": 5, "lumo_ev": [0.055, -2.154]}

***

We obtain electronic energy values of -30223.496 -174639.439 eV for the records listed above, in that order.
We obtain energy above the lowest of the compared OMol25 structures with the same formula, charge and spin values of 134.0 56.7 kcal/mol for the records listed above, in that order.